Entry 1:
ORCA calculation (ωB97M-V with the def2-TZVPD basis set) on a gas-phase ion, C8H18NO (charge +1).

E_LUMO ... -0.1202 Eh
Kohn-Sham gap ... 8.1 eV
Energy ... -12116.155 eV

Geometry as ORCA input:
```
! RIJCOSX wB97M-V def2-TZVPD def2/J DEFGRID3
* xyz 1 1
C -0.1114 0.1664 0.6338
C -1.7782 0.9147 -0.6749
C -1.3951 -0.3689 0.0068
C -2.3626 -0.7156 1.1442
C -1.2904 -1.5679 -0.9325
C 1.4078 -0.1324 -1.3085
C 2.1647 -0.3058 0.9525
C 1.5442 1.8364 0.0445
N 1.2141 0.3929 0.0525
O -2.4979 1.8747 -0.1322
H -0.2645 0.8029 1.4907
H -1.2574 1.2373 -1.5633
H -2.0456 -1.6393 1.6179
H -3.3650 -0.8659 0.7512
H -2.3878 0.0524 1.9145
H -2.2760 -2.0051 -1.0588
H -0.6480 -2.3304 -0.5008
H -0.9299 -1.3003 -1.9203
H 2.4248 0.0789 -1.6370
H 1.2565 -1.2075 -1.3238
H 0.7186 0.3424 -2.0019
H 2.0718 0.0797 1.9657
H 1.9364 -1.3697 0.9680
H 3.1888 -0.1624 0.6107
H 2.5614 1.9917 -0.3131
H 0.8540 2.3735 -0.6039
H 1.4659 2.2457 1.0496
H -3.0812 1.5442 0.5706
*
```

---

Entry 2:
ORCA calculation (ωB97M-V with the def2-TZVPD basis set) on 2 unconnected molecules or ions with the total composition C8H18NO2S.

E_LUMO ... -0.1293 Eh
Kohn-Sham gap ... 9.0 eV
Energy ... -24999.077 eV

Geometry as ORCA input:
```
! RIJCOSX wB97M-V def2-TZVPD def2/J DEFGRID3
* xyz 1 1
C 2.7029 -0.0500 1.1713
C 3.3891 1.0582 0.3693
C 2.7632 -1.4529 0.5606
C 2.6478 1.7378 -0.7934
C 1.7564 -1.7267 -0.5649
C -3.7775 0.4400 1.4815
C -5.7331 -0.0583 -0.0645
C -4.1997 0.0828 0.1287
N 2.0433 0.7430 -1.6620
O 0.1688 -0.7277 -2.1958
O -3.3625 -0.0224 -0.7527
S 0.9721 -0.1663 -0.8625
H 3.3565 -0.1799 2.0617
H 1.7873 0.2481 1.4923
H 3.7314 1.9629 0.9589
H 4.2696 0.6604 -0.1669
H 3.7718 -1.8036 0.3722
H 2.5223 -2.1058 1.4575
H 1.7404 2.3180 -0.5021
H 3.3885 2.3598 -1.3688
H 2.2144 -1.9604 -1.4787
H 0.9290 -2.3989 -0.3146
H -3.0916 -0.3219 2.0024
H -4.5121 0.7755 2.1940
H -3.0033 1.2003 1.3556
H -6.3986 0.5270 0.5592
H -6.0682 -1.0568 0.4481
H -5.8015 -0.1213 -1.1254
H -0.8668 -0.4810 -2.2793
H 2.6600 0.5202 -2.4819
*
```

---

Entry 3:
ORCA calculation (ωB97M-V with the def2-TZVPD basis set) on 3 unconnected molecules or ions with the total composition C8H18O2.

E_LUMO ... 0.0172 Eh
Kohn-Sham gap ... 9.5 eV
SMILES string ... C=CC(=C)CCCC.O.O
Energy ... -12680.995 eV

Geometry as ORCA input:
```
! RIJCOSX wB97M-V def2-TZVPD def2/J DEFGRID3
* xyz 0 1
C 2.5979 0.2260 0.0522
C 2.2493 0.4263 1.5351
C 0.7804 0.7432 1.9309
C -0.2501 0.4094 0.7948
C -2.5499 -0.2948 1.4291
C -1.3491 -0.6189 0.9983
C -1.0458 -1.9677 0.4330
C -0.8161 -2.2235 -0.8535
H 2.6379 1.1760 -0.4809
H 3.5271 -0.3202 -0.0481
H 1.8905 -0.4904 -0.3827
H 2.4401 -0.5096 2.0681
H 2.9557 1.2066 1.8345
H 0.5593 0.2260 2.8652
H 0.5813 1.8011 2.1111
H 0.2150 0.1900 -0.1352
H -0.7256 1.3681 0.5880
H -2.7898 0.7006 1.8008
H -3.3757 -0.9914 1.5530
H -1.1052 -2.7924 1.1192
H -0.7111 -3.2657 -1.1451
H -0.9240 -1.4794 -1.6351
H -0.1290 1.3524 -2.3895
H -0.2050 2.8650 -2.0758
O 0.4001 2.1228 -2.1063
H -2.1758 -0.3034 -2.8052
H -1.2301 0.1879 -3.9916
O -1.4522 0.2560 -3.0640
*
```

---

Entry 4:
ORCA calculation (ωB97M-V with the def2-TZVPD basis set) on 2 unconnected molecules or ions with the total composition C8H18O4.

E_LUMO (alpha / beta) ... 0.1041 / 0.0805 Eh
Kohn-Sham gap (alpha / beta) ... 4.8 / 4.2 eV
Expectation value of S² ... 0.7537
Energy ... -16773.563 eV

Geometry as ORCA input:
```
! RIJCOSX wB97M-V def2-TZVPD def2/J DEFGRID3
* xyz -1 2
O -4.0688 2.6694 -1.3989
C -3.4503 3.0197 -0.2392
C -2.0385 2.4674 -0.0487
O -2.0558 1.0613 0.0865
C -0.8087 0.5327 0.4470
C -0.8659 -0.9710 0.5167
O -0.8844 -1.5259 -0.7769
C -0.7178 -2.9161 -0.7754
H -4.0162 2.7081 0.6810
H -3.3224 4.1306 -0.1161
H -1.5849 2.9168 0.8586
H -1.4051 2.7462 -0.9154
H -0.4996 0.9205 1.4364
H -0.0286 0.8318 -0.2753
H -1.7673 -1.2919 1.0704
H 0.0126 -1.3238 1.0879
H -0.6981 -3.2626 -1.8152
H -1.5280 -3.4212 -0.2221
H 0.2881 -3.1714 -0.2563
C 2.7100 1.0376 -0.5708
O 2.5234 0.1122 0.4681
C 2.6833 -1.2194 0.0492
C 2.4614 -2.1578 1.1747
H 2.5384 2.0407 -0.1618
H 3.7358 0.9855 -0.9761
H 2.0004 0.8571 -1.3981
H 3.6955 -1.3654 -0.3889
H 1.9682 -1.4310 -0.7754
H 2.7151 -3.2096 1.0407
H 2.4084 -1.7707 2.1933
*
```

---

Entry 5:
ORCA calculation (ωB97M-V with the def2-TZVPD basis set) on 2 unconnected molecules or ions with the total composition C8H18OSi.

E_LUMO (alpha / beta) ... 0.0281 / -0.0604 Eh
Kohn-Sham gap (alpha / beta) ... 6.6 / 7.6 eV
Expectation value of S² ... 2.0025
Energy ... -18508.985 eV

Geometry as ORCA input:
```
! RIJCOSX wB97M-V def2-TZVPD def2/J DEFGRID3
* xyz 0 3
C -1.5203 0.1854 -2.0039
C -1.0140 -0.5463 -2.9658
C -2.9383 0.1083 -1.4487
C 0.4433 -0.4481 -3.3203
C -0.3849 1.2667 1.4171
C 0.7848 -0.8769 0.8418
C 0.6668 -0.2623 3.2725
C 0.7723 0.2785 1.8119
O 3.5994 0.1892 1.8875
Si 2.3674 1.1902 1.3454
H -0.8521 0.8996 -1.4656
H -1.6572 -1.2331 -3.4132
H -3.4662 0.9557 -1.8304
H -2.8974 -0.0868 -0.3916
H -3.4322 -0.6687 -1.9816
H 0.5709 -1.1266 -4.1750
H 1.1889 -0.8010 -2.5369
H 0.5763 0.5888 -3.6652
H -1.3809 0.7579 1.6358
H -0.2399 2.2450 1.8264
H -0.2311 1.4383 0.4400
H -0.0058 -1.5325 0.9633
H 1.7084 -1.3421 1.1243
H 0.9128 -0.5849 -0.2285
H -0.1288 -0.9240 3.3813
H 1.5662 -0.6876 3.6650
H 0.4960 0.6866 3.8293
H 4.4952 0.3306 1.9851
*
```

---

Entry 6:
ORCA calculation (ωB97M-V with the def2-TZVPD basis set) on a molecular structure, C8H19AgF6O7P2S3Sb.

E_LUMO (alpha / beta) ... -0.0077 / -0.1243 Eh
Kohn-Sham gap (alpha / beta) ... 9.3 / 6.1 eV
Expectation value of S² ... 0.7550
Energy ... -100870.227 eV

Geometry as ORCA input:
```
! RIJCOSX wB97M-V def2-TZVPD def2/J DEFGRID3
* xyz 0 2
Ag -0.1204 -0.3475 0.1733
C -0.2295 1.1839 3.4511
C -0.4576 2.3485 2.4890
S 0.0773 2.0692 0.7884
C -1.3244 2.6626 -0.1739
C -2.6330 1.9496 0.0958
S -2.5023 0.1479 -0.0516
C -3.2730 -0.4305 1.4779
C -2.7278 0.0407 2.8243
S -0.9875 -0.3887 3.0261
H -0.5428 1.5051 4.4457
H 0.8359 0.9526 3.5149
H 0.1110 3.2042 2.8579
H -1.5036 2.6531 2.4867
H -1.0140 2.4869 -1.2026
H -1.4406 3.7369 -0.0200
H -3.3642 2.2704 -0.6467
H -3.0383 2.1836 1.0803
H -3.2055 -1.5178 1.4009
H -4.3332 -0.1781 1.3931
H -3.3142 -0.4392 3.6087
H -2.8733 1.1136 2.9508
C 3.8489 -2.8438 -0.4531
C 2.3749 -3.2188 -0.4419
O 2.2755 -4.6371 -0.3447
P 1.5460 -2.6915 -1.9746
O 2.5175 -3.0402 -3.1532
O 0.2592 -3.5802 -2.0803
O 1.2443 -1.2105 -1.8648
P 1.4905 -2.4195 0.9840
O 2.0216 -3.2073 2.2614
O 0.0185 -2.6787 0.7923
O 1.8456 -0.9359 1.0677
H 4.3599 -3.3460 -1.2731
H 4.3109 -3.1662 0.4817
H 3.9702 -1.7663 -0.5584
H 1.3392 -4.8761 -0.3035
H 2.1300 -2.6927 -3.9834
H -0.5186 -3.0004 -2.2533
H 2.8950 -2.9269 2.5582
F 0.5999 1.1085 -1.8262
Sb -0.0584 -0.0878 -3.2339
F 1.5354 0.5370 -4.0337
F -0.9107 0.3298 -4.8645
F -1.6090 0.9910 -2.6456
F -1.2224 -1.3956 -2.3347
F 0.3828 -1.7513 -4.1968
*
```

---

Energy above the lowest of the compared OMol25 structures with the same formula, charge and spin for every record listed, in sequence, given in kcal/mol: 55.0; 18.1; 62.3; 0.0; 0.0; 17.0.